1.
28
Properties=species:S:1:pos:R:3:forces:R:3 method="wB97M-V/def2-TZVPD" total_energy_ev=-20896.544 smiles=C[Si]1(C)C[NH2+][C@@H](c2ncc[nH]2)C1 orbital_gap_ev=9.52 total_charge=+1 de_lowest_kcal_mol=0.00 e_lumo_ev=-2.90
H -2.5981 -0.9372 -1.6765 -1.7 0.1 -0.2
C 1.0782 0.5916 -0.7687 0.4 -0.5 1.5
Si -0.6379 0.4823 -1.5101 0.3 -0.7 -1.6
H 1.7764 -0.1707 -0.9451 0.7 -1.7 -0.4
H -1.8830 2.3699 -0.0191 -1.5 0.3 0.1
C 1.1991 -2.3072 2.7259 -2.3 -0.1 -0.1
H -1.5506 -1.4412 -0.3246 -0.8 -0.1 1.6
H 1.7319 -3.1525 3.0584 0.5 -0.5 0.5
H -0.4484 0.0858 -4.1376 -0.3 1.0 1.6
C -0.1700 -2.0479 2.6586 0.1 -1.7 0.8
H -0.1370 2.2241 1.6726 -1.0 -1.0 0.3
C 0.9317 0.6855 0.7687 3.1 2.3 -0.4
N -0.3839 1.4594 1.0219 2.9 1.2 -1.9
H -1.0161 -2.6395 3.0423 0.8 0.3 -0.1
H 2.7265 -1.1546 1.9250 1.6 0.2 -0.3
N -0.4120 -0.9361 1.9446 2.2 0.6 -0.8
H -1.3630 1.5687 -3.5786 1.1 0.0 -0.3
C -0.9311 2.0104 -0.2814 -0.4 -1.7 -0.1
C 0.8319 -0.5464 1.5571 -4.2 1.7 -0.6
H -1.2879 -2.1246 -1.7829 0.2 1.2 -0.6
H 1.9052 1.2615 1.1440 -2.3 -0.7 -0.5
H 1.7041 1.4284 -1.0471 -0.5 0.8 -0.5
C -1.6360 -1.1646 -1.3372 2.5 0.3 0.0
H -0.8830 0.6038 1.2578 -1.6 0.0 1.8
N 1.7663 -1.3062 2.0054 0.7 -1.4 0.8
H 0.5471 1.3813 -3.3762 -1.3 0.3 -0.4
H -0.3790 2.8518 -0.6499 0.7 0.3 0.0
C -0.4814 0.9244 -3.3476 0.2 -0.4 -0.2

2.
44
Properties=species:S:1:pos:R:3:forces:R:3 method="wB97M-V/def2-TZVPD" total_energy_ev=-36029.122 orbital_gap_ev="4.28 / 4.24" total_charge=+1 e_lumo_ev="-4.95 / -4.96"
H -0.2471 -4.8859 -0.8407 -0.1 0.2 0.1
N -0.3181 -1.6822 0.1914 1.1 -1.4 -1.4
O 0.9807 0.4765 -1.7034 0.0 1.7 0.4
H 3.0129 -0.2458 1.4535 -0.6 0.0 0.1
C 0.3221 4.5689 0.7011 -0.4 0.5 -0.5
C -0.7373 -4.0371 -0.3543 0.1 -0.5 -0.3
H 1.5976 -3.6511 -2.8871 0.1 0.1 0.2
H -2.5874 3.7509 1.3116 0.2 -0.2 0.0
N 1.1069 2.2951 0.1374 0.0 2.4 -0.3
Al 0.9078 0.2457 0.1396 -0.7 -3.5 -0.8
O -0.5789 -0.8763 -3.0747 1.5 -0.6 -1.1
H -2.0440 0.5194 -3.6552 0.1 -0.7 0.1
H 0.7929 4.8779 1.6348 0.1 -0.2 0.1
H 0.9311 4.9349 -0.1197 0.0 0.0 0.1
H 1.6952 -4.7405 -1.5090 0.2 0.2 -0.1
H -0.9479 -4.3227 0.6847 -0.1 0.3 -0.2
C -1.9148 -0.4620 -3.1476 -0.6 1.5 2.3
H -2.7305 2.3261 2.3647 0.4 0.1 -0.3
H 0.3450 -0.0789 -2.2583 -0.3 -0.6 -0.5
H 1.6077 -0.9334 2.0868 0.4 0.2 0.1
C -2.0228 3.0448 1.9389 -0.2 0.1 0.2
C 1.3981 -2.6970 -0.9753 1.2 1.4 0.1
O -1.5041 -1.8523 0.7276 -1.9 1.5 1.3
H -0.1861 -1.0180 -3.9419 0.0 -0.2 -0.2
H 3.0631 -3.6591 -1.8801 0.0 0.0 -0.1
H -1.7817 -0.6282 1.1576 0.2 -1.8 -0.4
C 1.9778 -3.7416 -1.8594 0.4 -0.1 0.1
N -0.8140 1.0573 0.9639 -2.4 2.7 1.4
C 0.1787 3.1015 0.6517 3.1 -0.9 -1.1
N 1.9866 -1.5376 -0.6161 -0.2 -1.4 -0.1
H -1.6999 -3.8782 -0.8620 0.2 0.1 0.3
H -2.0345 -0.3242 -2.0339 -1.1 0.1 -1.2
H 2.6290 2.4455 -1.0969 0.0 -0.1 0.4
H -2.6072 -1.2084 -3.5115 0.1 -0.2 -0.2
O 3.2319 -1.3641 -0.8426 0.7 0.8 -0.2
C 0.1164 -2.8221 -0.4091 -1.3 2.9 1.5
N 2.0263 -0.0722 1.7167 -0.3 -0.6 -1.1
O -1.8782 0.4202 1.4700 1.2 0.6 -0.4
H -0.6518 5.0612 0.6625 0.1 -0.1 0.0
H 0.9406 1.4083 -1.9824 -0.2 -0.4 -0.2
H -1.6028 3.6363 2.7625 0.0 -0.1 -0.1
C -0.9116 2.3954 1.1822 -0.9 -3.5 0.5
O 1.9991 3.0560 -0.6796 -0.1 -0.7 0.4
H 1.9120 0.6836 2.3479 0.3 0.6 1.1

3.
97
Properties=species:S:1:pos:R:3:forces:R:3 method="wB97M-V/def2-TZVPD" total_energy_ev=-382674.516 orbital_gap_ev=7.00 total_charge=+1 e_lumo_ev=-4.99
Cl -5.5783 0.6223 -4.3671 -0.1 -0.2 -0.4
H -8.3840 0.9909 -4.1909 -0.2 0.1 -0.1
Cl -2.2396 4.8979 -0.7195 0.2 0.3 0.1
Cl 2.2371 -5.6796 3.6759 -0.3 0.2 0.2
H 1.2416 -4.1499 5.1717 0.1 0.0 -0.2
N 0.1868 0.1015 -3.0738 2.3 1.6 2.1
H -4.2801 4.5623 0.4208 0.1 0.0 -0.2
C 3.5114 5.0187 -2.3515 0.3 0.6 -0.1
H 2.8990 5.5965 -1.6610 0.1 -0.2 -0.2
Cl -10.6950 0.8004 -4.6212 0.1 -0.1 0.1
H -4.2012 -0.7673 -5.6862 0.0 0.2 0.2
Cl 0.9184 0.0024 -6.5901 0.0 0.0 -0.1
H -2.7595 7.0337 4.0626 0.1 0.2 -0.1
C -0.0572 -1.1413 -2.2638 -0.6 -1.5 0.3
H 3.7648 -8.0125 9.1763 0.0 -0.2 -0.2
C 4.7314 -7.6978 1.6107 0.3 -0.2 0.0
H 1.2012 2.9341 -1.9171 0.7 -1.1 0.7
H -3.9619 -2.0792 2.7897 0.2 0.0 0.1
Cl -2.7232 -3.9565 3.5026 0.0 0.0 -0.1
H -0.3495 -1.7896 -0.1388 -0.6 1.6 -1.2
H -3.1053 7.4370 2.3604 0.1 0.2 0.1
C -2.5733 1.6623 -0.9049 -0.9 -1.3 -0.3
Cl 2.2171 5.2564 0.6960 -0.2 -0.1 0.3
Cl 4.0679 7.4793 0.3187 0.0 0.0 0.1
H -3.9487 6.2897 0.1250 0.1 -0.2 -0.2
C 0.7744 -1.7591 -6.5702 -0.1 -0.1 -0.4
H 0.7792 1.8269 -0.6092 -0.5 -0.1 -1.1
Cl 5.6704 -2.9272 5.3230 0.0 0.0 -0.1
Cl 2.7205 4.9864 -3.9332 -0.1 -0.1 0.0
H -9.3718 1.4126 -2.7669 -0.1 0.1 -0.2
H -2.3507 -2.1511 2.0303 -0.1 0.0 0.2
C 2.7989 6.7968 1.3421 -0.1 0.3 0.3
H -4.5470 0.7903 -6.4826 0.1 0.1 0.3
Cl -2.7382 0.9427 -4.9746 0.3 0.0 -0.2
C 1.2355 -4.2831 4.0898 -0.3 -0.2 0.2
C 3.9692 1.1317 -0.4335 -4.1 -2.2 -6.0
C 4.2708 -3.7694 -3.1993 0.3 -0.6 -0.3
C 3.4110 1.0129 -1.6324 3.0 -1.3 6.0
Cl 3.6838 -6.5247 0.8028 0.1 0.0 -0.3
H -0.2393 -2.0353 -6.8602 0.2 0.1 0.2
Cl 1.8490 -2.8109 3.3258 -0.1 0.2 0.0
Cl 2.8405 -8.1444 7.0098 0.0 0.2 -0.1
Cl 5.8473 -5.3549 6.9303 0.0 0.0 0.0
N 1.0243 1.9598 -1.6022 -0.9 0.7 -1.6
H 3.7957 -4.1239 -4.1142 0.1 0.2 0.1
H 1.9659 7.4984 1.3894 0.1 -0.2 -0.1
H 4.9994 -7.8218 7.9039 -0.2 -0.2 -0.1
C -9.2759 1.5152 -3.8479 0.1 -0.2 0.2
Cl 0.0059 2.4430 2.6580 0.1 -0.1 -0.2
H 0.2168 -4.4629 3.7462 0.2 0.1 0.0
H -4.8406 2.0852 -1.2368 1.7 -0.4 -0.9
Cl -0.9031 8.0116 2.9829 0.1 -0.1 -0.1
Cl -4.9549 5.2458 -1.7342 -0.1 0.2 0.1
Cl 3.7161 3.3800 -1.7092 0.3 2.1 -0.4
C -4.2911 0.3089 -5.5388 -0.4 -0.3 -0.2
H 0.9371 -1.7226 -2.1536 -1.6 1.1 -0.1
H -2.1985 1.8695 2.0344 0.1 0.1 0.2
Cl -9.1243 3.2295 -4.2515 0.1 0.0 0.1
C -0.7103 -0.9010 -0.8068 0.8 -1.2 0.5
H -1.8517 1.4646 3.7359 0.1 0.3 -0.2
Cl 4.5392 -10.0885 8.3666 0.1 0.0 0.1
H -0.6797 0.6213 -3.2944 0.6 -0.2 0.6
Cl 4.1056 -8.1278 3.2089 0.2 -0.2 -0.1
H 1.4883 -2.1810 -7.2776 0.0 0.1 0.2
C 1.2340 0.9584 -2.5072 1.0 -1.3 -1.1
O -3.5244 0.0629 0.7972 3.5 0.3 -5.2
H -3.6671 2.9347 -2.4217 -0.4 -1.9 0.7
Cl -2.2856 -1.1499 4.1661 0.0 0.0 0.0
C 4.1154 -8.3797 8.2118 0.2 0.1 0.2
C -2.9051 -2.2842 2.9590 -0.2 0.0 -0.3
H 5.7252 -7.2648 1.7246 -0.2 0.0 0.0
H 4.7897 -8.5986 0.9999 -0.1 0.2 0.1
Cl -2.4882 3.7220 3.4670 -0.1 0.0 -0.1
C -2.6307 7.7809 3.2794 -0.2 -0.2 0.0
H 2.7588 -0.2451 -3.1902 0.3 0.8 -0.6
N 2.6663 0.7543 -2.9126 -3.2 0.2 4.9
H -1.6172 1.6248 -1.5436 -1.5 0.4 1.1
Cl 1.1090 -2.4086 -4.9592 0.0 -0.2 -0.3
H -3.9731 1.0334 -2.5610 0.0 1.9 1.2
C -2.7795 0.1812 -0.2478 -2.7 0.3 4.1
H 6.2234 -5.1085 4.6144 0.0 0.1 0.2
H 4.4915 5.4853 -2.4536 -0.2 -0.1 -0.1
Cl 3.4960 -2.2592 -2.6972 0.1 -0.1 0.5
H 4.1479 -4.5096 -2.4085 0.0 0.3 0.0
H -0.3682 0.0549 -0.2673 -0.5 -1.3 -1.0
H -0.7807 -1.8372 -2.8583 1.3 1.4 1.0
H 3.1999 6.6324 2.3421 0.0 -0.1 -0.3
Cl 5.9939 -3.5310 -3.5013 -0.2 -0.1 0.0
H 4.0910 1.0050 0.7149 0.1 0.5 -2.8
Cl -3.3954 9.2886 3.7923 -0.1 -0.1 0.0
C -1.7234 2.2128 2.9535 -0.3 -0.2 0.0
O -2.1854 -1.0091 -0.7956 0.7 2.8 0.5
H -2.5708 2.4820 -0.0941 0.4 -1.7 -1.2
C -3.9154 5.2891 -0.3058 -0.3 0.1 0.2
H 4.4978 -4.9544 5.0371 0.2 0.1 0.1
C -3.8753 1.9448 -1.8590 0.8 -0.2 0.3
C 5.5141 -4.6881 5.3273 -0.1 -0.2 -0.3